Record 1
Here is a structure of composition C30H23N5O3RuS in a non-equilibrium geometry from the Open Molecules 2025 dataset. Energies are from wB97M-V/def2-TZVPD.

## Properties
lowest unoccupied orbital energy (spin up / spin down) = -1.3 / -1.3 eV
calculated total energy = -58491.982 eV
ΔE to the lowest compared entry with this formula, charge and spin = 3.294 eV
HOMO level (spin up / spin down) = -0.2440 / -0.2446 Eh
orbital gap (spin up / spin down) = 5.30 / 5.34 eV
charge = 0

```
63
Properties=species:S:1:pos:R:3:forces:R:3
Ru -1.28454 -0.21685 0.24887 -0.283 1.252 -0.308
O -4.94160 -0.21429 1.94432 -0.294 0.124 0.445
C -3.73881 -0.26765 1.68878 -0.060 -0.445 -1.529
N -3.19819 -0.45134 0.47537 -1.129 -0.065 0.906
C -4.01883 -0.60299 -0.69599 -0.312 -0.161 0.312
C -3.14057 -0.51069 -1.91449 0.165 0.165 0.236
C -3.62566 -0.77469 -3.18238 0.174 0.113 -0.358
C -2.76974 -0.72379 -4.27284 0.241 0.070 0.554
C -1.43214 -0.41380 -4.04254 -0.369 0.032 -0.264
C -1.01739 -0.15709 -2.75784 0.013 0.127 0.200
N -1.84413 -0.19130 -1.70104 -0.156 -0.743 -0.947
C -2.67727 -0.14299 2.73468 0.588 0.138 0.400
C -2.99932 -0.16654 4.08255 -0.061 0.138 -0.151
C -1.99565 -0.03692 5.02373 0.484 0.015 -0.411
C -0.68020 0.09195 4.57135 -0.541 0.064 0.380
C -0.42917 0.08170 3.21599 0.121 0.085 -0.195
N -1.39618 -0.02439 2.30045 -0.489 -0.808 0.927
H -4.81893 0.15733 -0.72050 0.125 -0.194 -0.085
H -4.51275 -1.58839 -0.68245 -0.031 0.209 -0.120
H -4.66639 -1.02900 -3.30529 -0.124 -0.044 0.007
H -3.12554 -0.93386 -5.26681 -0.068 -0.050 -0.162
H -0.71824 -0.38296 -4.84883 0.087 0.020 -0.089
H 0.02005 0.07609 -2.54821 -0.066 -0.072 0.049
H -4.03974 -0.27824 4.34781 -0.073 0.016 -0.008
H -2.22297 -0.03466 6.07747 0.001 -0.024 0.134
H 0.13221 0.20925 5.26962 0.134 -0.030 0.034
H 0.58518 0.16383 2.84127 -0.087 -0.045 -0.070
C -2.77060 3.01052 0.47781 -0.507 0.103 0.123
O -1.62620 2.19931 0.31931 1.101 -0.365 -0.375
C -0.49156 2.75663 -0.23041 -0.034 -0.745 0.282
C -0.41758 4.09049 -0.59139 -0.010 0.280 -0.026
C 0.75023 4.62697 -1.11398 -0.133 -0.230 0.085
C 1.85496 3.81440 -1.29257 0.006 0.174 -0.089
C 1.78995 2.48343 -0.94690 -0.294 -0.190 0.109
C 0.63228 1.90723 -0.39702 0.533 2.002 -0.566
N 0.59847 0.57094 -0.02704 1.717 -4.331 0.263
N 1.77056 -0.01431 -0.13362 -1.613 4.335 -0.526
C 2.20998 -1.22628 0.15691 -0.513 -3.156 1.143
C 1.50969 -2.31258 0.74137 -0.450 0.749 -0.581
O 0.16896 -2.14963 1.09346 2.243 -1.252 1.186
C 2.07604 -3.56500 0.91784 0.631 -0.482 0.159
C 3.37900 -3.80607 0.55716 -0.560 0.293 0.163
C 4.17175 -2.76232 0.03550 -0.047 0.235 -0.062
C 5.53039 -2.96198 -0.28250 0.300 0.068 -0.121
C 6.30547 -1.94459 -0.77590 0.028 -0.470 0.084
C 5.74152 -0.68363 -0.97870 -0.451 0.186 0.083
C 4.42223 -0.46212 -0.66677 0.536 0.398 -0.272
C 3.60481 -1.47767 -0.16103 -0.376 -0.140 0.180
H -2.57780 3.83319 1.17321 0.050 -0.069 -0.062
H -3.54397 2.36641 0.89755 0.081 0.023 -0.075
H -3.11119 3.41260 -0.48210 0.050 -0.075 0.064
H -1.26941 4.73764 -0.46114 -0.098 -0.010 0.036
H 0.78220 5.67127 -1.37949 -0.003 0.124 -0.036
H 2.76671 4.21708 -1.70817 0.059 0.009 -0.032
H 2.64267 1.84614 -1.10463 -0.050 0.013 0.029
H 1.45605 -4.34098 1.34068 -0.056 -0.057 -0.047
H 3.80062 -4.79158 0.66708 0.100 -0.151 0.053
H 5.95477 -3.94330 -0.12440 0.045 -0.088 0.018
H 7.34849 -2.10856 -1.00736 0.032 -0.077 -0.012
H 6.34299 0.11697 -1.38191 0.047 0.103 0.010
H 4.00131 0.51909 -0.79953 -0.007 0.021 -0.030
S -0.52072 -3.06636 -1.30395 -0.296 -0.527 0.814
C -0.72658 -2.20105 0.08958 -0.048 3.413 -1.858
```
Positions in Å, forces in eV/Å.

Record 2
Here is a structure of composition C30H23N5ORhS4 in a non-equilibrium geometry from the Open Molecules 2025 dataset. Energies are from wB97M-V/def2-TZVPD.

## Properties
lowest unoccupied orbital energy = 2.2 eV
calculated total energy = -87333.996 eV
ΔE to the lowest compared entry with this formula, charge and spin = 1.337 eV
HOMO level = -0.1758 Eh
orbital gap = 6.94 eV
charge = -1

```
64
Properties=species:S:1:pos:R:3:forces:R:3
Rh 0.93297 -0.27508 -0.23315 -0.536 0.775 0.557
C 3.37098 2.22999 -0.08779 0.056 0.200 -0.150
C 2.45242 1.67513 0.93693 0.164 -0.165 -0.015
N 2.45287 0.38208 1.15117 0.103 -0.292 0.226
N 2.16834 0.01209 2.47874 0.238 0.583 -0.201
C 1.50576 -1.05342 2.64259 -0.166 -0.304 -0.011
S 0.75405 -1.95541 1.37959 0.153 -0.413 -0.067
S 1.34643 -1.64504 4.32356 0.039 -0.034 -0.038
C 0.07615 -0.47486 4.91961 -0.188 -0.087 -0.075
C -1.33760 -0.96870 4.72689 0.065 0.070 0.053
C -1.97485 -1.68721 5.73745 -0.028 -0.009 -0.013
C -3.26996 -2.16392 5.56812 0.078 0.049 -0.044
C -3.94628 -1.92348 4.37793 0.081 0.034 -0.003
C -3.31743 -1.20672 3.36568 0.049 -0.001 0.052
C -2.02208 -0.73078 3.53581 -0.026 0.012 -0.033
C 1.57676 2.51913 1.70076 -0.086 0.251 0.206
C 1.97013 3.73769 2.26941 0.034 -0.053 -0.064
C 1.09491 4.50258 3.00675 -0.028 -0.021 -0.005
C -0.22443 4.04961 3.14371 -0.072 -0.172 -0.083
C -0.65093 2.88004 2.55032 0.004 0.054 0.030
C 0.22804 2.05940 1.78856 -0.277 -0.051 -0.067
O -0.22981 1.00255 1.18929 -0.104 -0.105 0.071
H 4.01694 1.45168 -0.47881 0.048 -0.075 -0.076
H 3.97416 3.00422 0.40209 0.022 -0.101 -0.025
H 2.82026 2.70887 -0.89745 0.031 0.034 0.052
H 0.25980 0.47170 4.41118 -0.046 0.006 -0.008
H 0.29427 -0.33574 5.97813 -0.028 -0.003 0.029
H -1.44643 -1.87778 6.66822 -0.045 0.012 -0.069
H -3.75029 -2.72113 6.36498 0.025 0.025 -0.031
H -4.95693 -2.29162 4.24119 0.040 0.014 0.003
H -3.83600 -1.01491 2.43235 0.030 -0.011 0.048
H -1.53466 -0.18167 2.73451 0.004 -0.022 0.030
H 3.00354 4.05488 2.16410 -0.058 -0.034 -0.013
H 1.42023 5.42304 3.47664 -0.030 -0.053 -0.030
H -0.93196 4.63477 3.72261 0.012 -0.028 -0.023
H -1.67953 2.55067 2.64200 0.012 0.016 0.015
S 2.42758 -1.06273 -1.73407 0.147 -0.463 -0.077
C 2.05885 -0.14724 -3.18033 0.198 -0.270 -0.024
C 2.58040 -0.57402 -4.39881 0.107 -0.091 -0.192
C 2.37554 0.14279 -5.57409 0.218 -0.324 -0.237
C 2.92613 -0.34641 -6.82087 -0.108 0.152 0.338
N 3.37718 -0.74084 -7.80345 -0.056 0.012 0.092
C 1.62584 1.32248 -5.52750 -0.194 0.355 -0.227
C 1.10271 1.74666 -4.31042 -0.049 0.140 -0.162
C 1.29595 1.02549 -3.13305 -0.218 0.253 -0.011
S 0.58734 1.57164 -1.63564 0.128 0.084 -0.299
C 1.37660 2.09751 -6.72592 0.116 -0.200 0.327
N 1.18127 2.72297 -7.67181 -0.016 -0.046 0.084
H 3.15870 -1.49129 -4.43434 -0.043 0.068 0.007
H 0.52297 2.66175 -4.27879 0.015 -0.034 0.001
C -3.15734 -3.63641 -3.84115 0.047 0.035 0.052
C -2.25259 -2.82428 -2.95393 -0.004 -0.022 -0.010
C -2.40874 -1.45316 -2.80593 -0.100 -0.009 -0.042
C -1.55756 -0.74250 -1.97783 -0.118 -0.002 0.152
N -0.56112 -1.32010 -1.30658 0.307 0.099 0.088
C -0.40336 -2.64736 -1.43155 -0.101 0.021 -0.182
C -1.22301 -3.42001 -2.22908 -0.031 0.001 -0.006
H -3.73442 -2.99799 -4.51008 0.028 -0.013 0.030
H -3.85922 -4.21752 -3.23785 0.026 0.023 -0.012
H -2.58178 -4.34053 -4.44410 -0.010 0.029 0.023
H -3.18797 -0.91675 -3.33932 0.087 -0.082 0.065
H -1.66029 0.32280 -1.84424 0.035 0.071 -0.014
H 0.41853 -3.09008 -0.89144 0.043 0.009 0.004
H -1.03798 -4.48754 -2.29152 -0.025 0.103 -0.003
```
Positions in Å, forces in eV/Å.

Record 3
Here is a structure of composition C30H24AsIrN3O7 in a non-equilibrium geometry from the Open Molecules 2025 dataset. Energies are from wB97M-V/def2-TZVPD.

## Properties
multiplicity = 2
lowest unoccupied orbital energy (spin up / spin down) = -2.0 / -2.0 eV
calculated total energy = -113974.310 eV
ΔE to the lowest compared entry with this formula, charge and spin = 5.991 eV
⟨S²⟩ = 0.798
HOMO level (spin up / spin down) = -0.2562 / -0.2558 Eh
orbital gap (spin up / spin down) = 4.98 / 4.96 eV
charge = 0

```
66
Properties=species:S:1:pos:R:3:forces:R:3
Ir -0.41213 -0.95868 0.33492 0.494 -0.298 -0.675
O -1.03753 1.62032 3.48592 -0.153 -0.120 0.238
C -0.37333 0.92832 2.74142 0.708 1.566 -0.930
O -0.33213 -0.32558 2.61152 -0.460 -2.299 -1.332
C 0.60677 1.64842 1.79352 0.096 -0.741 0.887
C 1.96797 1.54732 1.81132 -0.316 0.273 -0.090
C 2.75557 2.17312 0.83402 0.115 0.052 0.353
C 2.12597 2.56542 -0.37248 -0.500 0.322 -0.462
C 2.81117 2.71892 -1.58928 -0.179 0.144 0.401
C 2.11217 2.79512 -2.77448 -0.201 0.110 -0.170
C 0.72397 2.71342 -2.78738 0.181 0.054 0.118
C 0.01627 2.65392 -1.59228 -0.095 0.013 0.174
C 0.71547 2.61192 -0.41148 0.826 0.198 -0.884
N 0.07647 2.69082 0.90962 0.180 0.324 0.226
H 2.43497 0.91822 2.55252 -0.041 -0.086 0.104
H 3.83187 2.14562 0.87312 0.103 -0.080 0.054
H 3.88877 2.71072 -1.58108 0.127 -0.062 -0.027
H 2.65027 2.87412 -3.70548 0.078 -0.018 -0.122
H 0.17827 2.70402 -3.71638 -0.016 0.021 -0.144
H -1.06063 2.62812 -1.59948 -0.122 0.061 -0.048
C -3.00393 4.72252 0.95892 0.044 -0.308 -0.029
C -1.70533 4.27272 1.07552 -0.024 0.067 -0.007
C -1.35743 2.94382 0.86282 -0.914 -0.504 -0.099
C -2.33483 1.97822 0.55842 -1.001 2.716 0.216
C -3.66093 2.48052 0.44422 0.476 -0.317 -0.086
C -3.98533 3.79822 0.61672 0.122 0.328 0.051
N -2.14223 0.63442 0.39142 -0.375 -4.349 -0.761
N -3.27153 -0.01838 0.33492 1.207 2.589 0.626
C -3.28923 -1.34048 0.32732 0.867 -2.181 -0.270
C -4.53293 -1.99948 0.33312 -0.053 0.222 -0.090
C -4.59483 -3.37238 0.31742 -0.390 0.062 0.039
C -3.42423 -4.11608 0.26702 0.550 0.469 -0.155
C -2.19043 -3.47158 0.25322 0.054 -0.715 -0.098
C -2.07993 -2.09968 0.32212 0.390 1.630 0.766
H -3.24433 5.75952 1.13012 0.019 0.085 0.002
H -0.93143 4.98212 1.34212 0.106 0.011 -0.015
H 0.45077 3.56312 1.31772 -0.009 -0.150 -0.130
H -4.42163 1.75572 0.20272 -0.023 0.214 -0.004
H -5.00923 4.11032 0.47892 -0.090 0.037 0.053
H -5.42253 -1.39218 0.35002 -0.210 0.053 -0.022
H -5.54653 -3.88168 0.32522 -0.112 0.053 0.021
H -3.45913 -5.19358 0.22202 -0.045 -0.123 0.013
H -1.29803 -4.07198 0.16772 -0.039 -0.046 0.089
O 3.81077 -0.22398 -4.40948 -0.260 -0.057 0.184
C 2.97967 -0.39268 -3.54878 0.265 0.089 -0.154
C 3.17807 -0.16748 -2.07018 -0.499 -0.284 0.383
O 4.22707 0.05402 -1.48848 0.183 0.152 0.022
C 1.85107 -0.31208 -1.47558 -0.678 -0.669 -2.374
C 0.88847 -0.76698 -2.43908 2.940 0.714 0.687
O -0.28183 -1.04548 -2.09608 -2.135 -0.700 2.207
C 1.55067 -0.86748 -3.76018 -0.491 -0.078 -0.053
O 1.07767 -1.25158 -4.80628 0.019 0.056 -0.011
O 1.51197 -0.15088 -0.26858 0.260 0.531 1.854
C 0.98257 -4.70098 0.83602 -0.347 0.273 -0.059
As 1.27377 -2.75098 0.92332 0.404 -0.124 -0.300
C 1.87107 -2.63238 2.77552 -0.285 0.145 0.023
C 3.01607 -2.77558 0.02122 -0.085 0.144 -0.089
H 1.91687 -5.20408 1.09662 -0.055 0.241 0.008
H 0.70307 -4.99098 -0.17898 0.000 0.033 0.097
H 0.20497 -5.00858 1.53592 0.024 0.019 -0.075
H 2.58527 -3.43498 2.97772 -0.104 0.073 -0.168
H 1.01027 -2.72648 3.43652 0.020 0.024 -0.022
H 2.34097 -1.66938 2.96672 -0.041 0.004 -0.107
H 3.61637 -3.57728 0.45822 -0.222 0.003 0.076
H 3.55507 -1.83758 0.14282 -0.180 0.085 -0.008
H 2.90477 -2.97368 -1.04658 -0.108 0.051 0.100
```
Positions in Å, forces in eV/Å.